The following is a DFT calculation (wB97M-V/def2-TZVPD) of a 4-piece molecular cluster, C3H14O3S overall at a distorted geometry.

```
21
Properties=species:S:1:pos:R:3:lowdin_charge:R:1
C 1.85436 0.33983 -1.18170 -0.106
C 1.85841 1.27396 0.02505 -0.332
C 0.75347 0.93227 1.03188 -0.586
S 0.35310 2.46772 1.95116 0.681
H 2.27654 0.71110 -2.11086 0.073
H 0.86171 -0.06594 -1.33531 0.046
H 2.39893 -0.58383 -0.93541 0.074
H 2.75280 1.38583 0.62101 0.099
H 1.60011 2.25311 -0.38614 0.084
H 0.80845 -0.03140 1.53269 0.070
H -0.25620 0.91898 0.63187 0.023
H -0.95920 2.19402 2.15569 -0.141
O -1.20805 -1.57995 0.92259 -0.055
H -1.62684 -1.63813 0.04385 -0.001
H -0.77867 -2.43672 0.93202 0.037
O -0.22938 -2.66148 -2.20468 -0.034
H 0.21054 -3.46919 -1.94907 0.052
H -0.08189 -2.08297 -1.45242 0.007
O -2.92570 -1.85089 -1.60955 -0.051
H -2.18739 -1.97023 -2.21503 0.011
H -3.28604 -0.96172 -1.63194 0.051
```

Computed properties:
charge	0
maximum force	0.0407	hartree/bohr
HOMO	-8.706	eV
ΔE to the lowest compared entry with this formula, charge and spin	1.047	eV
DFT total energy	-20315.1884	eV


The following is a DFT calculation (wB97M-V/def2-TZVPD) of a 2-piece molecular cluster, C7H12N3O2 overall at a distorted geometry.

```
24
Properties=species:S:1:pos:R:3:lowdin_charge:R:1
C 0.56391 -0.74925 0.47595 -0.045
C -0.40498 -0.07315 0.24355 -0.046
C 2.17896 1.56642 0.39028 -0.127
C 3.01190 0.74421 -0.30356 -0.176
C 2.34429 -2.12337 -0.32945 -0.045
C -1.96116 1.21360 1.17617 0.011
C -2.72186 -0.52248 -0.38438 0.089
N -1.40423 1.35139 -1.29505 0.168
N 1.85339 -1.07792 0.59011 -0.054
N -1.62131 0.55438 -0.10005 -0.340
O 1.09292 2.04263 0.18540 0.031
O 4.06390 0.31743 -0.55824 0.187
H 1.63479 -3.06094 -0.31428 0.139
H 2.51028 -1.83497 -1.27610 0.033
H 3.38967 -2.46386 -0.01631 0.125
H -1.38073 2.06863 1.29522 0.080
H -2.91455 1.71434 1.08274 0.112
H -1.93241 0.33104 2.00479 0.194
H -2.37978 -1.51140 -0.59464 0.099
H -3.38566 -0.44097 0.56538 0.136
H -3.17879 -0.05576 -1.20998 0.081
H -1.03241 0.82109 -2.06861 0.127
H -0.72613 2.00200 -0.94362 0.076
H 2.39999 -0.81307 1.38469 0.147
```

Computed properties:
charge	+1
maximum force	0.1076	hartree/bohr
HOMO (alpha / beta)	-11.807 / -11.805	eV
ΔE to the lowest compared entry with this formula, charge and spin	8.245	eV
DFT total energy	-16003.7005	eV


Which value of charge does entry 2 give?
+1